No. 1
Computed, not measured: C30H50AlBr2N5Si as an isolated structure, with ωB97M-V/def2-TZVPD.

Each line ends with the Mulliken charge.
Element x y z (Å)
Al: 1.6825 -0.8540 -0.7901  -1.489
N: 1.6424 -3.2240 2.5989  -0.012
C: 2.1904 -2.5276 1.5968  -0.437
N: 1.3307 -2.3045 0.6199  0.820
C: 0.1327 -2.8964 1.0166  0.053
C: -1.1020 -2.9692 0.3763  -0.506
C: -2.1164 -3.6300 1.0382  -0.772
C: -1.9180 -4.2089 2.3008  -0.529
C: -0.6984 -4.1469 2.9423  -1.203
C: 0.3208 -3.4808 2.2728  1.038
H: 2.1075 -3.4954 3.4501  0.255
H: 3.2131 -2.1932 1.5975  0.508
H: -1.2489 -2.5260 -0.6016  0.506
H: -3.0904 -3.7108 0.5741  0.428
H: -2.7424 -4.7172 2.7818  0.444
H: -0.5399 -4.5868 3.9178  0.467
C: 6.1604 -0.0810 -0.8211  -1.271
N: 5.7960 -1.4132 -1.2862  0.171
C: 6.8954 -2.3770 -1.2804  -1.188
C: 4.5053 -1.7810 -1.4103  0.750
N: 3.5655 -1.1100 -0.7199  0.441
N: 4.2061 -2.8017 -2.2277  0.137
C: 2.8870 -3.4116 -2.2917  -1.201
C: 5.0695 -3.1798 -3.3473  -1.337
H: 7.0878 0.2087 -1.3131  0.392
H: 6.3320 -0.0537 0.2593  0.369
H: 5.4047 0.6511 -1.0991  0.408
H: 7.5002 -2.2050 -0.3891  0.412
H: 7.5429 -2.2627 -2.1502  0.355
H: 6.5179 -3.3945 -1.2389  0.378
H: 4.0120 -0.4539 -0.0905  0.337
H: 2.4300 -3.4587 -1.3070  0.334
H: 2.9924 -4.4323 -2.6531  0.530
H: 2.2297 -2.8671 -2.9746  0.420
H: 5.7994 -2.4040 -3.5567  0.430
H: 4.4481 -3.3005 -4.2338  0.454
H: 5.5811 -4.1236 -3.1568  0.383
C: -3.0942 4.6563 1.7020  -1.756
C: -2.1306 3.7271 0.9342  2.431
C: -2.1510 4.0871 -0.5592  -1.955
C: -0.6985 3.9590 1.4457  -1.548
Si: -2.7768 1.9554 1.2468  -1.704
Br: 0.4865 0.6335 0.5305  0.153
C: -2.7551 1.2322 3.0146  2.694
C: -4.1552 1.4989 3.6047  -1.718
C: -1.7152 1.9434 3.8955  -1.958
C: -2.4461 -0.2751 3.0377  -1.999
C: -3.9656 1.1652 -0.0267  2.699
C: -3.3383 1.0790 -1.4261  -1.794
C: -5.2122 2.0702 -0.0711  -1.792
C: -4.3845 -0.2559 0.3766  -2.029
H: -2.7860 5.6891 1.5268  0.515
H: -3.0570 4.4843 2.7793  0.347
H: -4.1300 4.5560 1.3688  0.372
H: -1.8109 5.1191 -0.6661  0.621
H: -3.1481 4.0303 -0.9957  0.387
H: -1.4658 3.4564 -1.1286  0.348
H: -0.4065 4.9775 1.1818  0.542
H: 0.0120 3.2811 0.9775  0.250
H: -0.6151 3.8592 2.5255  0.323
H: -4.3768 2.5683 3.6446  0.396
H: -4.1773 1.1201 4.6286  0.517
H: -4.9517 1.0008 3.0497  0.333
H: -1.9015 3.0151 3.9649  0.451
H: -0.6984 1.7769 3.5370  0.315
H: -1.7909 1.5430 4.9087  0.603
H: -3.2511 -0.8745 2.6188  0.381
H: -2.3139 -0.5810 4.0781  0.566
H: -1.5206 -0.5060 2.5040  0.301
H: -3.0593 2.0500 -1.8291  0.402
H: -4.0648 0.6316 -2.1079  0.550
H: -2.4556 0.4389 -1.4126  0.074
H: -4.9786 3.0729 -0.4322  0.387
H: -5.6942 2.1592 0.9056  0.392
H: -5.9359 1.6330 -0.7621  0.518
H: -3.5225 -0.9206 0.4587  0.223
H: -5.0375 -0.6583 -0.4010  0.637
H: -4.9433 -0.2780 1.3122  0.395
Br: 1.1866 3.2855 -5.8162  -0.155
C: 1.2504 1.8353 -4.5980  -0.057
C: 2.4566 1.2079 -4.3364  -0.936
C: 2.5089 0.2244 -3.3596  0.127
C: 1.3832 -0.1588 -2.6182  0.320
C: 0.1755 0.4568 -2.9692  -0.292
C: 0.0946 1.4322 -3.9469  -0.602
H: 3.3503 1.5071 -4.8669  0.468
H: 3.4682 -0.2489 -3.1808  0.196
H: -0.7334 0.1603 -2.4624  0.257
H: -0.8503 1.9006 -4.1894  0.523

Cartesian forces (eV/Å) of the 2 atoms listed first:
0.2242 -0.5693 -0.4336
-0.0022 0.0389 0.0404

Values from the calculation:
LUMO level: -5.902 eV
multiplicity: 1
charge: +2
E_HOMO: -13.042 eV
gap between HOMO and LUMO: 7.1401 eV

=====

No. 2
Computed, not measured: C30H50BrN3P2STi as an isolated structure in a non-equilibrium geometry, with ωB97M-V/def2-TZVPD.

Each line ends with the Mulliken charge.
Element x y z (Å)
C: -0.4567 0.0793 -4.1544  -0.344
C: 0.6455 -0.3052 -3.3425  0.722
C: 1.9333 0.0588 -3.8234  -0.143
C: 2.0413 0.7769 -5.0166  -0.521
N: 0.9954 1.1610 -5.7729  -0.553
C: -0.2235 0.7931 -5.3314  -0.345
C: 0.4731 -0.9641 -2.0948  0.064
C: 0.3832 -1.8458 -1.1711  -0.506
C: 0.3787 -3.2370 -0.7985  1.397
C: 0.2723 -3.6160 0.5597  0.662
C: 0.2674 -4.9601 0.9452  -1.323
C: 0.3695 -5.9504 -0.0423  -0.075
C: 0.4768 -5.6091 -1.4017  -0.634
C: 0.4813 -4.2626 -1.7724  -0.569
Ti: 0.2033 0.0030 -0.1042  -1.583
P: 0.1681 2.2890 -0.6311  1.261
H: 2.8264 -0.2176 -3.2541  0.526
H: -1.4755 -0.1729 -3.8449  0.465
H: 3.0357 1.0668 -5.3858  0.398
H: -1.0744 1.0954 -5.9587  0.405
H: 0.5643 -3.9878 -2.8285  0.507
H: 0.1936 -2.8190 1.3051  -0.382
H: 0.5555 -6.3948 -2.1585  0.451
H: 0.1850 -5.2392 1.9994  0.501
C: -0.0081 3.5003 0.7909  -0.661
C: 0.5084 4.9363 0.6354  -1.276
H: 0.4999 3.0063 1.6392  0.527
H: -1.0836 3.4945 1.0508  0.574
H: 0.3643 5.4996 1.5756  0.421
H: 1.5879 4.9505 0.4063  0.267
H: -0.0139 5.4830 -0.1657  0.254
C: 1.7206 2.8257 -1.5335  0.039
C: 1.6658 3.9563 -2.5677  -1.496
H: 2.0679 1.9014 -2.0270  0.078
H: 2.4613 3.0470 -0.7437  0.470
H: 2.6615 4.0885 -3.0288  0.419
H: 0.9632 3.7181 -3.3837  0.287
H: 1.3715 4.9219 -2.1247  0.285
C: -1.2278 2.7084 -1.8047  -0.190
C: -1.7279 4.1518 -1.9401  -1.311
H: -2.0572 2.0560 -1.4835  0.525
H: -0.9002 2.3051 -2.7805  -0.053
H: -2.5681 4.1937 -2.6569  0.416
H: -2.1000 4.5420 -0.9766  0.302
H: -0.9459 4.8354 -2.3058  0.243
Br: 0.3618 -7.7905 0.4655  -0.122
P: 2.1897 -0.3069 1.2022  1.649
C: 3.2610 1.2204 1.4260  -0.315
C: 4.3017 1.2993 2.5508  -1.442
H: 2.5354 2.0453 1.5436  0.304
H: 3.7349 1.3814 0.4396  0.382
H: 4.8001 2.2863 2.5389  0.423
H: 3.8307 1.1833 3.5421  0.305
H: 5.0836 0.5298 2.4537  0.258
C: 1.9832 -0.9588 2.9554  -0.655
C: 3.0989 -1.7753 3.6204  -1.324
H: 1.0638 -1.5687 2.9158  0.453
H: 1.7158 -0.0735 3.5639  0.539
H: 2.7797 -2.1116 4.6243  0.437
H: 3.3337 -2.6788 3.0318  0.276
H: 4.0291 -1.1982 3.7426  0.239
C: 3.3179 -1.5543 0.3713  -0.490
C: 4.8343 -1.5108 0.5934  -1.334
H: 3.0937 -1.4370 -0.7046  0.309
H: 2.9070 -2.5447 0.6410  0.268
H: 5.3278 -2.2876 -0.0190  0.424
H: 5.2597 -0.5380 0.2910  0.311
H: 5.1117 -1.6907 1.6446  0.263
C: -6.2668 -0.9541 -0.3129  -1.089
C: -5.1298 -1.6832 0.3917  -0.417
N: -3.8673 -0.9789 0.2213  0.136
C: -2.9390 -0.6648 1.2759  -0.001
S: -1.4749 -1.3431 1.1034  -0.352
N: -3.3189 -0.3302 2.6162  0.060
C: -4.6380 0.0308 3.0892  -0.440
C: -5.0880 -0.9903 4.1374  -1.059
H: -6.4105 0.0561 0.1188  0.262
H: -7.2073 -1.5337 -0.1954  0.361
H: -6.0444 -0.8620 -1.3970  0.338
H: -5.3739 -1.8719 1.4482  0.144
H: -5.0320 -2.6916 -0.0686  0.344
H: -3.4910 -1.0120 -0.7386  0.267
H: -2.5754 -0.3459 3.3333  0.305
H: -4.5924 1.0355 3.5585  0.382
H: -5.3750 0.1025 2.2710  0.132
H: -4.3691 -1.0065 4.9851  0.376
H: -6.0929 -0.7284 4.5265  0.344
H: -5.1277 -2.0125 3.7047  0.250

Cartesian forces (eV/Å) of the 2 atoms listed first:
0.4100 -0.1599 0.4834
0.2283 1.2636 -1.6126

Values from the calculation:
LUMO level (alpha / beta): -6.278 / -7.110 eV
multiplicity: 3
charge: +2
E_HOMO (alpha / beta): -13.552 / -13.530 eV
expectation value of S²: 2.02
gap between HOMO and LUMO (alpha / beta): 7.2741 / 6.4199 eV